Entry a
This record from the OMol25 dataset describes a 2-piece molecular cluster, C7H16N overall. The level of theory is ωB97M-V/def2-TZVPD.

Geometry as XYZ:
```
24
C7H16N (ωB97M-V/def2-TZVPD)
C 1.86 -1.09 -0.22
C 0.66 -1.11 -1.04
C 0.80 -2.08 0.01
C 0.65 -1.22 -2.53
C 0.49 -3.16 0.87
C -1.63 2.57 1.32
C -0.44 1.88 0.84
N -0.67 1.25 -0.45
H 2.82 -1.50 -0.60
H -0.08 1.09 1.43
H -0.12 -0.20 -0.76
H 1.54 -1.48 -3.08
H 0.43 -0.20 -2.83
H -0.22 -1.75 -2.90
H 1.38 -3.86 0.82
H -0.47 -3.63 0.53
H 0.43 -2.86 1.91
H -2.44 1.92 1.55
H -1.97 3.36 0.53
H -1.35 3.09 2.17
H 0.44 2.59 0.75
H -0.51 1.74 -1.23
H -1.63 0.85 -0.55
H 2.23 -0.33 0.53
```

Net charge = +1
Kohn-Sham gap = 8.0 eV


Entry b
This record from the OMol25 dataset describes an isolated ion of composition C7H16N and charge +1. The level of theory is ωB97M-V/def2-TZVPD.

Geometry as XYZ:
```
24
C7H16N (ωB97M-V/def2-TZVPD)
C -0.63 -2.14 -1.58
C -0.37 -0.87 -0.76
C 0.82 -1.12 0.33
C 1.41 0.13 1.02
C 0.42 1.20 1.55
C 0.20 2.40 0.63
C 0.52 2.38 -0.67
N -1.66 -0.59 -0.02
H -1.28 -1.99 -2.54
H -0.92 -3.07 -0.92
H 0.23 -2.47 -2.29
H -0.09 0.02 -1.38
H 0.31 -1.67 1.22
H 1.50 -1.71 -0.40
H 1.93 -0.15 1.88
H 2.15 0.80 0.41
H -0.62 0.97 1.93
H 0.83 1.64 2.60
H -0.40 3.10 1.03
H 0.76 3.18 -1.41
H 0.97 1.37 -1.18
H -2.12 0.36 -0.44
H -1.50 -0.40 1.10
H -2.47 -1.35 -0.10
```

Net charge = +1
SMILES = C=CCCC[C@@H](C)[NH3+]
Kohn-Sham gap = 9.6 eV


Most stable: entry b. Least stable: entry a.


Entry a
This record from the OMol25 dataset describes a 2-piece molecular cluster, C7H16N overall. The level of theory is ωB97M-V/def2-TZVPD.

Geometry as XYZ:
```
24
C7H16N (ωB97M-V/def2-TZVPD)
C -0.64 -0.99 2.88
C -1.28 -0.69 1.55
C -2.42 -0.09 1.25
N -0.48 -1.24 0.43
H -1.15 -0.47 3.68
H -0.66 -2.07 3.02
H 0.39 -0.62 2.87
H -2.73 0.01 0.22
H -2.98 0.37 2.05
H 0.12 -2.01 0.75
H 0.19 -0.53 0.08
H -1.04 -1.57 -0.35
C 1.33 0.25 -1.84
C 0.95 1.37 -1.21
C 1.58 1.87 0.06
C 0.83 -0.21 -3.19
H 2.20 -0.27 -1.44
H 0.13 1.97 -1.60
H 1.56 2.96 0.07
H 0.97 1.59 0.93
H 2.60 1.55 0.18
H 0.89 0.57 -3.94
H -0.21 -0.55 -3.14
H 1.41 -1.08 -3.50
```

Net charge = +1
Kohn-Sham gap = 9.7 eV


Entry b
This record from the OMol25 dataset describes a 2-piece molecular cluster, C7H16N overall. The level of theory is ωB97M-V/def2-TZVPD.

Geometry as XYZ:
```
24
C7H16N (ωB97M-V/def2-TZVPD)
C -0.86 2.43 0.29
C -1.58 -1.03 -1.50
C -1.67 0.09 -0.43
C -0.64 1.23 -0.66
H -1.65 3.10 -0.10
H 0.07 3.02 0.42
H -1.23 2.11 1.30
H -2.37 -1.75 -1.33
H -0.59 -1.55 -1.51
H -1.71 -0.59 -2.50
H -1.55 -0.29 0.58
H -2.66 0.55 -0.45
H 0.38 0.86 -0.60
H -0.73 1.61 -1.70
C 1.21 -1.55 0.54
C 1.93 -2.56 -0.01
C 1.50 0.63 1.66
N 1.93 -0.50 1.19
H 0.13 -1.45 0.54
H 3.04 -2.54 -0.02
H 1.43 -3.38 -0.55
H 2.24 1.27 2.10
H 0.45 0.92 1.54
H 2.92 -0.65 1.20
```

Net charge = +1
Kohn-Sham gap = 9.4 eV


Most stable: entry a. Least stable: entry b.


Entry a
This record from the OMol25 dataset describes an isolated ion of composition C3H7N2OS and charge +1. The level of theory is ωB97M-V/def2-TZVPD.

Geometry as XYZ:
```
14
C3H7N2OS (ωB97M-V/def2-TZVPD)
C 0.20 -1.28 0.24
C 1.32 -0.51 -0.23
C -1.69 0.19 0.08
N -1.00 -0.92 0.29
N -2.02 1.04 1.10
O -2.26 0.46 -1.07
S 1.21 1.25 -0.65
H 0.46 -2.35 0.49
H 2.24 -0.61 0.52
H 1.69 -1.12 -1.02
H -2.79 1.81 0.86
H 1.68 1.87 0.48
H -1.63 1.25 1.99
H -2.16 -0.19 -1.72
```

Net charge = +1
SMILES = [NH2+]=C(O)/N=C\CS
Kohn-Sham gap = 9.9 eV


Entry b
This record from the OMol25 dataset describes a 2-piece molecular cluster, C3H7N2OS overall. The level of theory is ωB97M-V/def2-TZVPD.

Geometry as XYZ:
```
14
C3H7N2OS (ωB97M-V/def2-TZVPD)
C 0.68 1.31 -0.46
C -1.06 -2.34 1.91
C 1.35 2.04 -1.58
N -0.33 0.49 -0.53
N -1.19 -1.55 0.91
O -1.32 -3.49 2.45
S -0.29 -2.50 3.44
H 0.98 1.38 0.61
H 1.45 3.14 -1.49
H 2.31 1.49 -1.70
H 0.68 1.90 -2.49
H -0.54 0.20 -1.57
H -1.93 -1.93 0.39
H -0.78 -0.15 0.11
```

Net charge = +1
Kohn-Sham gap = 8.7 eV


Most stable: entry a. Least stable: entry b.


Entry a
This record from the OMol25 dataset describes an isolated molecule of C23H34N2O5. The level of theory is ωB97M-V/def2-TZVPD.

Geometry as XYZ:
```
64
C23H34N2O5 (ωB97M-V/def2-TZVPD)
C 10.10 -1.77 0.22
O 8.71 -1.77 0.39
C 8.25 -0.66 1.13
C 6.72 -0.63 1.04
C 6.27 0.19 -0.16
O 7.03 0.93 -0.76
N 4.98 0.06 -0.54
C 3.92 -0.59 0.20
H 4.32 -1.25 0.96
C 3.00 0.45 0.83
H 2.19 -0.05 1.36
H 3.56 1.06 1.54
C 2.42 1.37 -0.26
C 3.56 1.97 -1.09
H 3.13 2.53 -1.93
C 4.47 0.86 -1.63
H 5.32 1.29 -2.16
H 3.90 0.22 -2.31
H 4.13 2.65 -0.47
O 1.59 0.65 -1.15
C 0.32 0.31 -0.79
C -0.37 -0.46 -1.73
C -1.67 -0.86 -1.49
C -2.32 -0.48 -0.32
C -1.62 0.27 0.62
C -0.32 0.66 0.39
H 0.19 1.24 1.15
H -2.11 0.55 1.54
C -3.70 -0.99 -0.03
O -3.90 -2.17 0.18
N -4.69 -0.06 0.00
C -4.54 1.32 -0.38
C -5.04 2.23 0.74
C -6.49 1.91 1.05
C -6.63 0.43 1.43
H -7.68 0.17 1.55
H -6.11 0.26 2.37
C -6.03 -0.49 0.36
C -6.94 -0.60 -0.89
O -8.19 -1.18 -0.61
C -8.17 -2.57 -0.43
H -7.65 -2.87 0.48
H -7.71 -3.07 -1.28
H -9.22 -2.88 -0.36
H -7.16 0.39 -1.29
H -6.41 -1.19 -1.65
H -5.91 -1.49 0.78
H -7.11 2.13 0.18
H -6.85 2.53 1.88
H -4.93 3.28 0.44
H -4.43 2.07 1.63
H -3.49 1.52 -0.61
H -5.13 1.52 -1.29
H -2.19 -1.47 -2.22
H 0.13 -0.74 -2.64
H 1.85 2.19 0.20
H 3.33 -1.20 -0.51
H 6.38 -1.66 0.93
H 6.30 -0.20 1.94
H 8.66 0.27 0.72
H 8.57 -0.76 2.18
H 10.43 -0.88 -0.32
H 10.62 -1.81 1.19
H 10.34 -2.66 -0.36
```

SMILES = COCCC(=O)N1CCC(Oc2ccc(C(=O)N3CCCC[C@H]3COC)cc2)CC1
Kohn-Sham gap = 9.3 eV


Entry b
This record from the OMol25 dataset describes an isolated molecule of C23H34N2O5. The level of theory is ωB97M-V/def2-TZVPD.

Geometry as XYZ:
```
64
C23H34N2O5 (ωB97M-V/def2-TZVPD)
C 9.51 -1.10 0.21
C 8.36 -0.93 1.20
C 7.79 0.49 1.17
O 7.25 0.84 -0.09
C 5.94 0.39 -0.34
C 5.76 0.27 -1.86
C 4.32 -0.13 -2.19
H 4.18 -0.15 -3.27
H 4.12 -1.13 -1.81
C 3.34 0.86 -1.56
N 3.56 0.94 -0.14
C 2.70 0.56 0.84
O 2.97 0.67 2.02
C 1.37 0.03 0.39
C 1.26 -1.22 -0.22
C 0.02 -1.73 -0.54
C -1.14 -1.01 -0.26
C -1.03 0.23 0.36
C 0.22 0.74 0.68
H 0.30 1.69 1.18
H -1.90 0.82 0.60
O -2.30 -1.61 -0.64
C -3.55 -1.01 -0.35
C -4.59 -1.71 -1.22
H -4.27 -1.68 -2.26
H -4.63 -2.76 -0.92
C -5.94 -1.03 -1.06
N -6.17 -0.67 0.32
C -7.00 0.31 0.74
O -7.18 0.57 1.92
C -7.72 1.11 -0.36
O -6.85 1.82 -1.20
C -6.17 2.87 -0.54
H -6.88 3.60 -0.13
H -5.55 2.49 0.28
H -5.54 3.35 -1.29
H -8.42 1.80 0.15
H -8.29 0.43 -1.00
C -5.42 -1.43 1.30
C -3.92 -1.15 1.14
H -3.66 -0.25 1.69
H -3.35 -1.98 1.56
H -5.64 -2.49 1.15
H -5.77 -1.13 2.29
H -6.74 -1.70 -1.41
H -5.97 -0.12 -1.68
H -3.52 0.06 -0.64
H -0.07 -2.70 -1.01
H 2.15 -1.80 -0.42
C 4.90 1.37 0.22
H 5.09 2.37 -0.20
H 4.95 1.43 1.30
H 3.50 1.85 -1.99
H 2.31 0.56 -1.75
H 6.00 1.24 -2.30
H 6.46 -0.46 -2.25
H 5.77 -0.60 0.12
H 8.60 1.21 1.33
H 7.05 0.61 1.96
H 7.57 -1.65 0.97
H 8.71 -1.14 2.22
H 10.34 -0.46 0.49
H 9.85 -2.13 0.19
H 9.18 -0.81 -0.78
```

SMILES = CCCO[C@@H]1CCCN(C(=O)c2ccc(OC3CCN(C(=O)COC)CC3)cc2)C1
Kohn-Sham gap = 9.3 eV


Most stable: entry a. Least stable: entry b.


Entry a
This record from the OMol25 dataset describes a 4-piece molecular cluster, C2H11NO4 overall. The level of theory is ωB97M-V/def2-TZVPD.

Geometry as XYZ:
```
18
C2H11NO4 (ωB97M-V/def2-TZVPD)
C 0.95 -0.88 0.87
N 0.30 -1.40 -0.19
C -1.04 -2.00 -0.21
O 2.07 -0.42 0.87
H 0.25 -0.88 1.75
H 0.84 -1.53 -1.07
H -1.76 -1.59 0.51
H -0.87 -3.09 -0.12
H -1.57 -1.69 -1.14
H 0.26 2.07 -1.09
H -0.71 0.75 -1.23
O -0.65 1.70 -1.18
H 2.48 2.28 -0.16
H 2.16 0.93 -0.34
O 1.91 1.78 -0.77
H -1.29 1.55 0.44
H -1.48 1.32 1.96
O -1.86 1.10 1.11
```

SMILES = CNC=O.O.O.O
Kohn-Sham gap = 11.2 eV


Entry b
This record from the OMol25 dataset describes a 4-piece molecular cluster, C2H11NO4 overall. The level of theory is ωB97M-V/def2-TZVPD.

Geometry as XYZ:
```
18
C2H11NO4 (ωB97M-V/def2-TZVPD)
O 0.77 0.79 0.13
C 1.75 0.15 -0.13
C 2.27 -0.97 0.78
N 1.29 -1.37 1.77
H 2.35 0.39 -1.03
H 2.45 -1.86 0.17
H 3.21 -0.61 1.21
H 0.54 -1.94 1.41
H 0.94 -0.61 2.33
H -1.37 -1.79 -1.96
H -0.95 -2.14 -0.50
O -1.20 -2.51 -1.35
H -0.21 3.27 -0.90
H -1.10 2.93 -2.14
O -1.07 2.92 -1.18
H -3.12 1.50 0.42
H -1.84 0.67 0.50
O -2.80 0.59 0.39
```

SMILES = NCC=O.O.O.O
Kohn-Sham gap = 10.1 eV


Entry c
This record from the OMol25 dataset describes C2H11NO4 as an isolated structure. The level of theory is ωB97M-V/def2-TZVPD.

Geometry as XYZ:
```
18
C2H11NO4 (ωB97M-V/def2-TZVPD)
C -1.12 0.60 1.39
N -1.64 0.65 0.01
C -0.70 0.17 -0.97
O -0.49 1.72 1.69
H -1.98 0.40 2.05
H -1.89 1.64 -0.07
H -0.91 -0.85 -1.34
H -0.66 0.79 -1.87
H 0.29 0.03 -0.51
H 1.04 -2.24 1.00
H 1.86 1.95 -0.13
O 0.50 -1.62 0.50
H 0.89 1.52 0.92
H -0.45 -0.31 1.42
O 1.72 1.21 0.46
H 0.76 -1.76 -0.63
H 1.73 -2.29 -2.08
O 1.06 -1.64 -1.84
```

Kohn-Sham gap = 4.8 eV


Most stable: entry a. Least stable: entry c.


Entry a
This record from the OMol25 dataset describes a 2-piece molecular cluster, C4H7P overall. The level of theory is ωB97M-V/def2-TZVPD.

Geometry as XYZ:
```
12
C4H7P (ωB97M-V/def2-TZVPD)
C 2.54 0.19 0.08
C -0.87 0.77 0.26
C -0.84 -0.66 0.54
C -0.72 -0.21 -0.93
P 3.18 -1.01 0.86
H -1.63 -0.38 -1.52
H -1.86 1.13 0.31
H -0.07 1.48 0.43
H 0.00 -1.11 1.00
H -1.84 -0.94 0.62
H 0.21 -0.24 -1.54
H 1.91 0.99 -0.12
```

SMILES = C1CC1.C#P
Kohn-Sham gap = 10.3 eV


Entry b
This record from the OMol25 dataset describes an isolated molecule of C4H7P. The level of theory is ωB97M-V/def2-TZVPD.

Geometry as XYZ:
```
12
C4H7P (ωB97M-V/def2-TZVPD)
C 0.31 1.52 0.77
C 0.45 0.26 0.38
C -0.53 -0.09 -0.66
C 1.72 -0.50 0.58
P -2.36 -0.08 -0.24
H -0.30 2.37 0.94
H -0.04 -0.08 -1.70
H 2.40 -0.27 -0.26
H 1.45 -1.59 0.48
H 2.33 -0.18 1.44
H -2.55 -1.45 -0.22
H -2.90 0.08 -1.49
```

Kohn-Sham gap (spin up / spin down) = 8.3 / 8.1 eV


Most stable: entry a. Least stable: entry b.